No. 1
The following is a DFT calculation (ωB97M-V with the def2-TZVPD basis set) of a cluster of 11 separate species, C4H27NO12 in total.

The calculation puts the maximum force at 2.50 eV/Å. Its spin multiplicity is 1. The calculation puts the HOMO energy at -10.75 eV. The value obtained for the total energy is -1126.2658 a.u. The value obtained for the relative energy (zero: lowest compared OMol25 entry of this formula, charge and spin) is 1.775 eV. The structure (SMILES) is CCC(=O)NC=O.O.O.O.O.O.O.O.O.O.O.

The geometry in XYZ format:
```
44
Properties=species:S:1:pos:R:3:forces:R:3
C 2.771135 1.775670 -3.030315 1.028 0.090 0.483
C 2.491703 0.509157 -2.230293 -1.296 1.082 0.106
C 1.836625 0.919001 -0.910597 0.687 -1.601 -0.510
O 1.411550 2.020531 -0.700283 -0.055 0.076 0.841
N 1.859585 -0.140748 0.055175 0.050 1.422 -1.554
C 2.314394 -1.403593 -0.186556 0.380 -0.884 2.310
O 2.395051 -2.184654 0.754558 -0.073 -0.022 -0.518
H 1.913448 2.391903 -3.272734 -0.358 -0.403 -0.033
H 3.373354 2.388407 -2.363632 0.227 0.360 -0.212
H 3.360212 1.584328 -3.924811 -0.124 -0.119 -0.062
H 1.775465 -0.116803 -2.765362 0.148 -0.363 0.067
H 3.377214 -0.037149 -1.935446 0.348 -0.054 -0.577
H 1.630050 0.094524 1.010428 -0.346 -0.162 0.190
H 2.700631 -1.755033 -1.139168 -0.429 0.578 -0.482
O -1.393588 0.005747 -4.010412 0.031 -0.188 0.079
H -1.359299 -0.162554 -3.058225 0.042 0.288 0.024
H -2.332259 0.070357 -4.206077 0.004 0.026 -0.023
O 1.744955 5.338831 -2.263423 -0.218 -0.338 -0.694
H 1.538595 4.937917 -3.118228 0.552 0.367 -0.328
H 1.040749 4.910861 -1.784694 -0.318 -0.062 1.029
O 0.175220 1.515667 1.812149 -0.014 0.338 0.333
H 0.720554 2.214872 1.434525 0.070 0.055 -0.438
H -0.234933 1.943108 2.575315 0.007 -0.281 0.122
O 1.766143 -2.226576 3.493575 -0.759 -0.623 0.063
H 2.204275 -2.295097 2.633917 0.498 0.471 0.090
H 2.216959 -1.680694 4.134472 0.367 0.149 -0.284
O -1.113830 0.661197 -0.988579 0.351 -0.395 0.829
H -0.631263 1.188077 -0.338043 -0.003 0.493 -0.410
H -1.266194 -0.135478 -0.443138 -0.587 -0.106 -0.647
O -0.756221 -2.757487 2.393525 0.373 -0.619 0.637
H 0.159008 -2.596196 2.688195 0.139 0.591 -0.329
H -0.982535 -3.345668 3.130496 -0.612 0.172 -0.213
O -2.294930 0.037352 2.335593 0.499 0.322 -0.135
H -1.692523 0.595397 1.819688 -0.223 -0.098 0.077
H -1.932083 -0.836172 2.134526 -0.241 -0.260 0.168
O -2.823082 -4.142640 1.061988 0.002 -0.091 -0.305
H -3.378877 -4.674071 1.634557 0.038 -0.070 0.070
H -1.905579 -4.290291 1.319370 -0.050 -0.014 0.186
O -2.379732 -1.574341 -0.124429 0.401 -0.219 -0.116
H -3.290036 -1.595394 -0.427444 -0.042 -0.032 0.070
H -2.192864 -2.457680 0.222924 -0.355 0.114 0.034
O -4.444471 2.094476 2.324204 -0.219 0.583 0.047
H -3.507019 1.919924 2.231356 0.048 -0.301 0.052
H -4.865560 1.291016 2.021352 0.031 -0.276 -0.038
```
Positions in Å, forces in eV/Å.

No. 2
The following is a DFT calculation (ωB97M-V with the def2-TZVPD basis set) of a structure of composition C35H52BrN3OP2Pt.

The calculation puts the maximum force at 3.38 eV/Å. Its spin multiplicity is 3. The calculation puts the HOMO energy (spin up / spin down) at -10.86 / -13.45 eV. The value obtained for the total energy is -4979.7545 a.u. The value obtained for the relative energy (zero: lowest compared OMol25 entry of this formula, charge and spin) is 0.078 eV. As for the net charge: +2.

The geometry in XYZ format:
```
95
Properties=species:S:1:pos:R:3:forces:R:3
C 2.079530 4.466256 -1.726740 -0.054 -0.374 -0.750
C 1.030205 3.816891 -2.439058 1.036 0.336 -0.317
C 1.060066 3.667879 -3.858386 0.356 0.183 0.628
C 2.271403 3.998044 -4.476124 -0.578 0.335 0.732
N 3.286462 4.503595 -3.774609 0.860 -0.087 -0.434
C 3.230231 4.754698 -2.467000 -1.021 0.100 -0.018
C 0.045305 3.150311 -1.703314 -1.496 -0.907 0.305
C -0.787657 2.412666 -1.145199 -0.642 1.861 0.097
C -2.077777 2.377191 -0.528284 1.810 0.125 -1.026
C -2.451082 1.238366 0.186873 -1.405 -1.973 2.355
C -3.756586 1.007687 0.590504 1.223 0.235 -0.602
C -4.655416 2.013353 0.298854 -2.160 -0.708 0.346
C -4.308763 3.251758 -0.280502 1.199 0.722 -0.515
C -2.995461 3.434373 -0.699149 -1.394 0.211 -0.130
Pt -0.602384 -0.277725 -0.402858 1.063 -0.400 -1.947
P 1.555570 -0.386309 -1.092975 1.520 -0.256 -0.380
H 0.187362 3.336007 -4.441086 0.539 -0.108 0.511
H 1.985447 4.750033 -0.668397 0.076 -0.491 -0.524
H 2.388747 3.861239 -5.557986 0.146 0.172 0.475
H 4.091753 5.215041 -1.970509 -0.217 -0.157 -0.443
H -2.643079 4.344355 -1.192287 -0.360 -0.292 0.166
H -1.792072 0.446388 0.656700 -1.156 1.357 0.117
H -5.053983 4.026514 -0.409438 0.035 -0.100 0.002
H -4.008566 0.078306 1.095084 -0.194 0.334 -0.075
C 2.183073 -2.081068 -0.756139 0.026 0.014 -0.050
C 3.401629 -2.562668 -1.550066 0.172 -0.314 0.078
H 1.334570 -2.765765 -0.913196 0.245 0.192 0.089
H 2.390768 -2.108451 0.326409 -0.062 0.016 -0.217
H 3.596587 -3.608387 -1.274052 0.006 0.256 -0.138
H 3.224794 -2.540210 -2.634954 0.068 0.057 0.295
H 4.311551 -1.993935 -1.312135 -0.376 -0.175 -0.212
C 1.760413 0.018160 -2.867824 -0.048 -0.214 -0.211
C 3.136405 0.439644 -3.380122 0.184 0.114 -0.237
H 1.023901 0.811484 -3.059076 0.103 -0.106 -0.036
H 1.428170 -0.854886 -3.437740 0.069 0.189 0.181
H 3.100180 0.504741 -4.476070 0.014 0.035 0.244
H 3.421848 1.432158 -3.009737 0.040 -0.251 0.000
H 3.920643 -0.287347 -3.132621 -0.254 0.260 -0.043
C 2.717311 0.758406 -0.248435 -0.145 0.049 0.208
C 4.210338 0.418237 -0.231878 0.268 0.196 0.017
H 2.374333 0.838571 0.789289 0.141 -0.037 -0.200
H 2.529789 1.742923 -0.702890 0.098 -0.121 0.053
H 4.735672 1.210678 0.320790 -0.091 -0.248 -0.121
H 4.399116 -0.526603 0.297780 -0.040 0.304 -0.215
H 4.653151 0.380718 -1.236360 -0.153 -0.089 0.423
Br -6.463989 1.578521 0.680220 0.809 0.640 -0.194
P -1.615586 -1.332799 -2.137917 -0.390 -0.285 0.388
C -0.577216 -2.306813 -3.299451 0.158 0.254 0.004
C -1.200260 -3.529946 -3.950105 -0.159 -0.300 -0.237
H 0.317199 -2.606475 -2.734380 -0.243 0.080 -0.174
H -0.244217 -1.608936 -4.079398 -0.074 -0.115 0.169
H -0.447467 -4.023616 -4.575361 -0.149 0.061 0.132
H -1.537610 -4.258774 -3.209086 0.005 0.059 -0.103
H -2.041423 -3.275312 -4.602313 0.118 -0.054 0.174
C -2.722785 -2.539090 -1.285420 -0.108 -0.033 -0.016
C -4.059991 -2.894093 -1.932446 -0.179 -0.295 0.009
H -2.897138 -2.115733 -0.281812 0.064 -0.167 -0.379
H -2.114439 -3.445610 -1.129529 -0.125 0.274 -0.004
H -4.609960 -3.543855 -1.235085 0.060 0.187 -0.312
H -4.674903 -2.001512 -2.114432 0.155 -0.250 -0.001
H -3.933038 -3.447791 -2.874933 -0.084 0.247 0.301
C -2.588547 -0.152575 -3.159785 0.031 -0.122 0.065
C -3.137613 -0.696095 -4.478702 -0.231 0.058 -0.238
H -1.911951 0.697292 -3.342174 -0.128 -0.187 0.023
H -3.403339 0.239261 -2.530845 0.196 -0.148 -0.054
H -3.736973 0.080231 -4.969737 0.122 -0.174 0.062
H -2.340579 -0.976621 -5.175806 -0.104 0.049 0.168
H -3.786750 -1.567561 -4.333726 0.172 0.228 -0.010
C 0.142252 -3.609917 6.403011 0.012 -0.212 -0.072
C 0.831101 -2.314056 6.740412 0.280 0.937 -0.367
N 0.526306 -1.222662 5.783908 -0.236 0.144 -0.932
C -0.719611 -0.463342 6.063582 0.380 -0.389 -0.098
C -0.557609 0.544967 7.184172 -0.070 0.146 -0.019
C 1.052100 -1.326862 4.517871 0.087 -1.186 1.311
O 1.728383 -2.295039 4.165527 -0.373 1.166 -0.174
C 0.798136 -0.174748 3.591516 0.159 -0.425 -0.126
C 1.115805 1.140238 3.935675 -0.063 -0.198 -0.429
C 0.900046 2.135932 2.991666 -0.323 0.216 -0.268
C 0.331292 1.814576 1.754352 0.628 -0.813 0.824
N 0.064345 0.526257 1.442984 0.561 0.065 0.947
C 0.317920 -0.469729 2.323080 -0.092 1.276 0.116
H -0.941040 -3.474699 6.326661 0.100 -0.121 0.038
H 0.360977 -4.318854 7.199395 -0.163 -0.149 -0.018
H 0.536359 -4.008630 5.465594 -0.157 0.018 0.140
H 0.497915 -1.907606 7.701009 0.310 -0.336 0.007
H 1.924490 -2.429050 6.723283 -0.374 -0.042 0.247
H -1.066598 0.032374 5.145478 0.116 -0.234 0.277
H -1.474225 -1.208878 6.353280 0.008 0.221 -0.198
H 0.291527 1.207801 6.999259 -0.047 -0.064 0.074
H -1.459445 1.159323 7.234068 0.056 -0.037 0.153
H -0.421809 0.050739 8.150038 0.028 0.168 -0.125
H 1.562682 1.347151 4.906204 -0.174 0.032 -0.187
H 1.146725 3.174336 3.200862 -0.012 -0.216 -0.012
H 0.214682 2.575018 0.986502 -0.187 -0.312 0.210
H 0.092326 -1.470088 1.957726 0.177 0.093 0.430
```
Positions in Å, forces in eV/Å.

No. 3
The following is a DFT calculation (ωB97M-V with the def2-TZVPD basis set) of a structure of composition C21H20Cl3F12GeNO5S2SeV.

The calculation puts the maximum force at 0.18 eV/Å. Its spin multiplicity is 2. The calculation puts the HOMO energy (spin up / spin down) at -8.71 / -8.76 eV. The value obtained for the total energy is -10040.7746 a.u. The value obtained for the relative energy (zero: lowest compared OMol25 entry of this formula, charge and spin) is 0.000 eV.

The geometry in XYZ format:
```
67
Properties=species:S:1:pos:R:3:forces:R:3
V 0.131689 -0.494419 -0.066059 -0.151 0.058 0.013
O 2.954613 -0.885701 2.309291 -0.021 -0.003 0.010
Cl 1.573540 -1.160298 2.188355 -0.116 -0.006 -0.107
O 1.021112 -1.744038 3.340699 0.019 0.019 -0.082
O 1.310171 -1.965748 0.968601 0.056 -0.114 0.103
O 0.833041 0.089374 1.813565 0.017 0.019 0.081
F 0.515464 -2.353265 -5.093793 -0.001 -0.001 0.004
C -0.767754 -2.559666 -4.741405 0.011 0.007 0.025
F -1.479493 -2.642531 -5.876521 -0.010 0.000 -0.012
F -0.826549 -3.756055 -4.142313 0.001 -0.003 -0.004
C -1.276493 -1.460765 -3.852599 -0.010 0.013 -0.016
C -2.360587 -0.689063 -4.210772 -0.031 0.034 0.023
C -2.820129 0.305407 -3.350487 -0.009 -0.029 -0.061
C -2.156485 0.509130 -2.164049 0.076 -0.033 0.071
N -1.082308 -0.217596 -1.831732 -0.059 0.039 -0.058
C -0.658405 -1.205221 -2.622377 0.058 -0.120 -0.127
S 0.645117 -2.043114 -1.871790 0.037 0.034 -0.007
H -2.856078 -0.872134 -5.154268 -0.008 0.007 -0.002
H -3.682178 0.906856 -3.596124 -0.001 -0.008 -0.011
H -2.461842 1.258503 -1.447616 0.003 0.005 0.003
Cl -2.347035 1.291622 2.172343 0.036 -0.023 0.034
C -1.075898 2.437719 2.375631 -0.004 0.005 -0.025
C -1.003710 3.119501 3.577629 0.002 0.021 0.036
C -0.065764 4.123506 3.740459 -0.023 0.002 0.058
C 0.763359 4.474764 2.690566 0.026 0.016 -0.040
C 0.683622 3.775219 1.499326 0.010 -0.037 -0.067
Cl 1.661001 4.348966 0.175579 -0.019 -0.013 0.040
C -0.188997 2.692506 1.324064 0.086 0.039 -0.031
S -0.251993 1.821689 -0.204797 -0.062 0.079 0.016
H -1.694917 2.867421 4.369222 -0.002 -0.003 -0.005
H -0.004555 4.657300 4.679068 0.003 0.002 -0.002
H 1.463392 5.293368 2.777707 -0.003 0.000 0.003
F -3.705832 -1.450331 -0.635822 -0.016 0.017 0.008
C -3.229627 -2.641817 -0.261721 0.001 -0.016 0.007
F -4.265102 -3.394417 0.112950 -0.007 -0.006 -0.003
F -2.675839 -3.202560 -1.345781 0.010 -0.014 -0.020
C -2.159961 -2.469269 0.861805 -0.053 -0.023 0.014
O -1.349767 -1.434567 0.531500 0.097 -0.019 0.152
C -1.379634 -3.816998 1.042432 -0.013 0.005 0.005
F -0.716181 -3.821949 2.200158 -0.008 0.001 0.001
F -2.213102 -4.865626 1.038535 -0.010 0.016 0.001
F -0.499477 -4.000500 0.065189 -0.007 -0.001 0.002
C -2.882436 -2.145135 2.211728 0.023 -0.031 -0.007
F -3.843949 -1.230890 2.022544 -0.017 0.018 -0.016
F -2.019095 -1.659594 3.094975 0.010 0.002 0.006
F -3.459906 -3.226376 2.744702 -0.001 -0.018 -0.010
C 3.155830 2.513452 -5.192037 -0.023 -0.014 0.028
Ge 3.643533 1.236114 -3.795529 0.032 0.016 0.007
C 5.313197 1.771933 -2.928812 -0.025 -0.016 -0.021
C 3.786702 -0.575515 -4.500867 -0.002 0.019 0.001
C 2.176005 1.219540 -2.473136 0.039 -0.026 -0.034
Se 2.575333 0.070272 -0.954617 0.069 0.094 0.001
C 3.397963 1.400430 0.198876 0.026 0.040 -0.054
H 3.920241 2.544983 -5.968529 0.008 -0.006 0.004
H 3.047343 3.515356 -4.775757 0.000 0.000 -0.005
H 2.210630 2.228502 -5.655280 0.002 0.006 -0.004
H 6.119303 1.779339 -3.663281 0.002 0.000 0.004
H 5.585177 1.070772 -2.138902 -0.003 0.005 0.008
H 5.236164 2.772350 -2.501400 -0.002 -0.002 0.001
H 4.592380 -0.638916 -5.232660 -0.001 -0.008 -0.001
H 2.856005 -0.875781 -4.983575 0.003 0.001 0.003
H 3.994615 -1.279873 -3.694961 0.001 -0.007 -0.004
H 1.287950 0.800763 -2.950332 -0.001 -0.009 0.037
H 1.912005 2.195412 -2.068160 -0.007 0.008 -0.015
H 2.637083 1.915805 0.771799 -0.037 -0.010 0.027
H 3.940636 2.101215 -0.431083 -0.010 0.002 0.016
H 4.081084 0.877896 0.859998 0.007 -0.033 -0.003
```
Positions in Å, forces in eV/Å.